No. 1
Below is C6H8N2 in the gas phase, with properties calculated with ωB97M-V with the def2-TZVPD basis set.

The geometry in XYZ format:
```
16
Properties=species:S:1:pos:R:3:forces:R:3
H -2.339251 2.305299 0.879646 -0.2 0.6 0.0
C 1.103075 1.012772 -0.520489 0.2 0.2 0.4
H -1.251648 -1.657175 1.626014 0.0 -0.1 -0.1
C -0.934269 -1.107150 0.736005 0.1 -0.2 -0.1
N 1.051089 0.083592 -2.859081 0.4 -0.3 -0.7
H 1.026984 -1.563063 1.563421 0.0 -0.1 -0.1
H -1.324168 -1.635443 -0.136618 0.0 0.0 0.1
H 0.924118 0.810168 1.473619 0.0 0.0 -0.2
H 1.201950 2.082455 -0.408411 0.0 0.0 -0.1
C 0.628428 -1.054908 0.684304 0.1 0.1 0.1
H 0.984967 -1.575667 -0.206176 0.0 -0.1 0.1
H 0.203178 -0.045361 -3.408673 -0.2 0.1 0.3
N 1.212872 0.264610 0.671511 0.1 0.0 0.2
C -1.523249 0.215508 0.786894 -0.2 0.3 0.1
C 0.972624 0.526505 -1.721894 -0.2 0.0 -0.1
C -1.936699 1.337858 0.839928 0.0 -0.5 0.0
```
Forces are in eV/Å.

Results
- Energy above the lowest of the compared OMol25 structures with the same formula, charge and spin: 83.2 kcal/mol
- HOMO energy: -7.476 eV
- 2S+1: 1
- SMILES: C#CCCNC=C=N
- Net charge: 0
- HOMO-LUMO gap: 8.3808 eV

No. 2
Below is a molecular structure, C44H88O25 at a distorted geometry, with properties calculated with ωB97M-V with the def2-TZVPD basis set.

The geometry in XYZ format:
```
157
Properties=species:S:1:pos:R:3:forces:R:3
H 24.219880 -21.157485 14.487512 -0.2 0.5 -0.5
H 19.587678 -16.145938 4.853195 -0.6 0.1 0.6
H 22.070378 -19.499198 10.013331 1.4 0.3 0.7
H 21.322762 -23.015976 6.733506 0.4 -0.6 0.0
H 16.023459 -20.858292 6.324713 0.1 -0.2 0.0
O 15.721388 -16.580138 2.624384 -0.1 0.3 0.0
H 21.591532 -24.372202 5.573451 0.1 0.2 -0.2
H 19.122794 -18.243033 13.118905 0.3 0.3 -0.4
H 19.926705 -20.763553 14.035752 -0.2 -0.3 -0.4
H 16.270594 -17.032445 9.798636 -0.3 0.8 0.1
C 19.500559 -13.062568 4.681957 -0.3 0.6 -0.4
H 20.995159 -22.702629 5.105454 -0.4 -0.6 -0.6
H 16.657018 -10.385438 12.772711 0.0 0.1 0.4
C 20.858961 -14.755155 3.986271 0.3 0.6 -0.1
H 22.027240 -20.287500 3.162835 0.3 -0.4 -0.6
H 28.246705 -19.877368 5.713660 0.4 0.8 0.0
H 15.221119 -15.366319 4.747094 0.3 -0.3 0.5
H 23.795862 -15.620343 5.257914 0.5 0.2 0.4
C 22.610344 -20.393892 9.691300 -0.2 0.4 -2.2
H 15.315407 -18.489189 9.454764 -0.4 1.6 1.1
H 20.692279 -20.123293 9.971551 -1.3 -0.9 1.1
H 21.246978 -20.346519 4.957922 0.3 0.5 -0.2
H 20.126988 -21.584619 7.022429 -0.2 0.3 -0.1
H 16.215503 -12.198924 0.946414 0.1 0.2 0.1
H 15.840206 -25.724577 8.459053 -0.4 -0.2 -0.3
H 15.662764 -14.391816 1.116644 0.6 -0.6 -0.1
H 23.971132 -20.988790 8.129202 0.0 -0.2 0.2
C 21.203953 -19.982696 5.981549 -1.2 -0.7 0.3
H 19.316802 -14.204796 10.064967 0.4 -0.5 0.0
H 20.010502 -17.399289 7.404324 -0.3 0.0 0.1
O 25.219902 -16.898267 6.019781 0.9 0.3 0.7
C 19.473734 -19.549959 7.570545 1.0 1.5 0.7
C 20.970832 -23.516577 5.825664 0.5 0.7 1.1
H 16.867000 -14.177108 8.320903 -0.4 0.0 0.3
H 19.108235 -15.136971 8.510164 0.2 0.4 -0.1
H 20.468137 -15.122829 3.032904 -0.6 -0.1 0.2
C 17.510813 -13.760386 9.094078 0.8 -0.3 -0.7
C 19.811332 -18.292770 6.818808 0.5 -0.3 -0.4
C 16.841870 -12.692333 1.692258 -0.8 0.6 0.3
O 22.701037 -22.372744 3.098907 0.2 -1.0 0.3
C 16.816557 -16.112453 2.782039 1.1 -0.7 0.1
H 18.476059 -18.717806 3.767181 0.5 0.7 0.0
H 18.228341 -25.670213 9.082852 -1.0 -0.1 0.4
H 26.226422 -20.421363 7.053985 -0.1 0.3 -0.7
C 21.038676 -20.719405 12.091004 -0.1 -0.5 -0.1
O 23.779323 -21.933568 12.587404 -0.1 -1.2 -0.3
C 17.577308 -18.107025 3.657104 0.1 -1.3 0.8
C 23.648113 -20.930543 11.726178 0.8 -0.1 0.6
H 24.864916 -20.387098 3.373369 -0.1 -0.9 -0.2
C 24.295428 -16.556530 5.008812 -1.1 -0.2 -0.2
C 24.206071 -20.213164 2.524822 -1.6 0.8 -0.6
C 23.734863 -20.097372 8.718881 0.5 -0.8 0.2
H 16.917439 -12.025264 2.553459 -0.2 -0.1 0.1
H 22.999204 -19.181349 3.976064 0.2 0.1 0.0
H 24.709613 -16.438399 4.009013 0.2 -0.4 0.1
H 16.360529 -11.743344 13.969675 0.0 0.3 0.1
H 18.711525 -13.081274 3.921742 -0.3 -0.5 0.2
H 13.570429 -15.023793 4.715863 -0.5 -0.1 0.7
H 19.990989 -19.617604 8.534182 0.2 0.2 -0.4
H 23.448697 -19.375117 7.955885 0.0 0.5 0.4
H 17.151162 -19.555791 6.544501 0.1 0.1 0.0
C 16.878575 -11.405232 13.079602 0.1 -0.3 -0.9
C 20.148078 -20.385471 10.882617 0.5 0.6 0.3
O 17.231888 -14.885804 2.492048 -0.8 -0.1 -0.2
H 15.363508 -14.021698 2.740768 0.3 0.5 0.3
H 21.908192 -15.054608 3.942955 0.2 0.5 0.3
H 18.352775 -19.767311 12.671135 -0.3 0.3 0.2
H 24.745298 -19.578273 1.823732 -0.1 0.5 0.5
H 18.503620 -27.000647 8.130969 0.3 0.2 -1.0
H 16.181303 -27.443851 8.539990 0.3 -0.1 0.0
O 16.385319 -12.289574 12.051068 -0.9 -0.2 0.3
C 24.646104 -21.762518 13.684184 0.6 0.4 1.4
O 20.727480 -13.312914 3.993098 0.2 -0.5 0.8
H 28.535644 -20.987326 6.910334 0.4 0.1 0.8
H 21.282034 -24.122902 1.513296 0.0 -0.2 0.0
O 23.086426 -23.227484 1.056184 0.6 0.3 -0.5
C 16.175650 -14.033677 2.011739 0.5 0.8 -0.4
C 16.634756 -20.355614 7.077139 -1.0 -0.7 0.2
H 14.802573 -19.559066 7.842051 -0.6 -0.5 0.6
C 17.870054 -26.105894 8.145006 1.1 -0.6 1.1
C 20.130873 -15.289878 5.247554 1.4 -0.8 -1.3
O 24.080454 -19.832406 11.926748 0.4 0.6 -0.5
H 24.641089 -19.832103 9.261843 0.0 0.4 -0.2
C 17.532657 -21.291162 7.837152 -0.1 -1.8 1.1
O 21.037848 -18.571369 6.110883 0.4 -0.2 -0.2
O 15.902141 -20.683679 9.365575 -0.5 -0.3 -0.2
H 18.042049 -22.062465 7.257932 -0.3 0.0 0.0
H 18.269986 -15.660906 9.908963 -0.2 0.2 0.3
H 16.220191 -18.832613 8.523836 -0.5 -7.5 -1.8
H 24.842469 -22.687284 14.227983 -0.3 -0.5 -0.8
O 23.917870 -21.281564 1.607692 1.3 -0.9 -0.9
C 19.420151 -24.595009 7.217282 1.2 -0.7 0.0
H 17.097651 -18.082656 4.636627 -0.2 0.0 -0.1
H 21.246705 -21.789117 12.158420 -0.3 0.2 0.3
H 21.039799 -19.474984 13.843978 0.2 -0.1 -0.1
H 22.080622 -20.362293 6.508780 0.2 0.3 0.0
C 22.859004 -19.617711 2.984445 0.5 1.4 0.8
H 19.781338 -13.792130 6.735800 0.1 0.3 -0.1
O 14.218399 -15.820905 6.541324 -0.6 -0.6 -0.3
H 25.620663 -21.357538 13.419784 -0.1 0.2 -0.3
C 14.761414 -13.618755 5.962013 -0.1 -1.2 0.0
H 19.130823 -20.657031 5.846317 0.3 -0.4 -0.3
H 16.644100 -18.006921 8.389274 1.2 4.1 0.1
H 23.483692 -17.285320 5.065907 0.1 -0.2 -0.6
C 23.235072 -22.319541 2.010907 -1.3 0.3 1.2
H 15.108993 -12.953238 5.174813 -0.2 0.3 0.2
H 18.421270 -19.646760 7.845441 1.5 2.2 -1.0
H 22.011435 -20.249795 11.939175 -1.8 0.7 0.9
O 17.888110 -16.780201 3.261095 -0.5 -0.2 -0.5
H 16.987727 -18.709171 2.965716 -0.4 0.7 -0.2
O 16.732952 -13.445481 10.240758 -1.2 -0.2 0.4
H 22.493916 -25.061665 0.560152 -0.2 -0.1 0.1
C 28.335065 -19.921398 6.800731 -1.7 0.0 -0.3
H 16.128431 -26.634323 6.958817 0.1 0.0 0.0
C 17.091171 -12.370858 10.950383 2.0 -0.7 -0.4
C 22.329894 -24.395925 1.401703 0.3 0.5 0.1
H 19.451285 -21.205417 10.666736 -0.6 0.3 0.2
H 29.006967 -19.216741 7.278003 0.6 -0.3 -0.4
O 14.866210 -16.952416 8.210258 0.3 -0.3 0.6
H 20.849625 -15.650409 5.983505 0.1 -0.1 -0.1
O 16.363645 -16.512774 6.559025 0.7 -0.2 0.0
H 22.729870 -24.797773 2.330760 -0.2 -0.2 0.0
H 17.957187 -11.537337 13.145554 0.0 0.1 0.2
O 18.213224 -25.104229 7.179952 -1.3 -0.5 -1.0
C 18.639385 -14.759544 9.417705 -0.7 0.6 0.2
H 22.512238 -18.787322 2.367970 0.1 -0.1 -0.3
C 19.370417 -14.111315 5.779156 -1.1 -0.1 -0.1
H 16.014966 -22.630118 8.635668 0.0 -0.2 0.3
C 16.419464 -26.530352 8.001590 0.0 1.4 0.5
C 19.292097 -19.199362 12.633098 -1.2 -1.4 -0.2
O 25.931644 -18.729315 4.913195 0.3 -0.1 0.2
C 20.344512 -20.101524 13.278037 0.3 1.2 0.8
C 15.826296 -17.638812 9.010541 -0.4 5.3 2.6
O 26.406970 -18.336251 7.088507 0.5 0.4 0.3
C 15.790889 -19.797987 8.241734 1.4 -3.1 -2.9
H 19.435455 -12.045528 5.075873 0.6 0.0 0.0
O 22.891130 -21.333422 10.710058 1.7 -0.9 -1.3
C 14.422557 -15.007347 5.395491 0.9 1.1 -0.5
H 19.009198 -18.158142 6.087290 0.0 0.6 0.0
C 25.905368 -18.050523 5.912600 -1.5 0.1 -1.0
H 26.821523 -19.678411 8.430352 0.8 0.0 0.1
O 20.226539 -24.777124 8.096953 0.0 0.3 0.0
O 19.611078 -19.125661 11.237991 -0.6 0.6 0.6
C 16.681831 -21.833283 8.974333 -0.4 0.8 -0.7
C 19.938087 -20.605845 6.582297 -0.1 0.4 0.4
H 18.330057 -14.398426 5.958176 -0.1 0.2 0.0
H 13.914278 -13.294959 6.564807 -0.1 0.5 -0.4
O 19.641858 -23.952867 6.066424 -0.7 0.3 -0.3
H 17.857252 -12.714595 1.300116 -0.1 -0.7 -0.2
H 17.327394 -22.098577 9.808578 -0.3 -0.4 0.2
C 15.275095 -16.441771 7.055160 -0.8 0.4 -0.2
H 17.920364 -12.824070 8.716822 0.2 -0.1 -0.1
H 15.551051 -13.802878 6.691425 0.3 0.3 -0.2
O 18.059849 -11.701230 10.674322 -0.4 0.5 0.1
C 26.932084 -19.637862 7.345682 -0.3 -1.0 0.6
H 21.793956 -20.845047 9.116446 0.7 -0.6 -0.2
H 18.286778 -20.698787 8.366726 -1.1 -2.2 0.3
```
Forces are in eV/Å.

Results
- Energy above the lowest of the compared OMol25 structures with the same formula, charge and spin: 220.9 kcal/mol
- HOMO energy: -8.388 eV
- 2S+1: 1
- Net charge: 0
- HOMO-LUMO gap: 8.9739 eV

No. 3
Below is a gas-phase ion, C5H10NO (charge +1) at a distorted geometry, with properties calculated with ωB97M-V with the def2-TZVPD basis set.

The geometry in XYZ format:
```
17
Properties=species:S:1:pos:R:3:forces:R:3
H 1.247242 -1.096358 0.822233 -1.6 -0.3 -1.4
H -0.024887 2.368760 -0.897760 0.5 1.0 -2.3
H -0.632729 2.674105 0.762046 -0.2 -0.3 -0.3
H -1.510367 0.249668 2.476263 -0.6 -0.7 -0.6
H 0.437012 -2.497195 0.044786 -0.9 0.6 -0.2
N -0.246991 -0.466773 -0.651525 -0.5 -0.5 0.8
C 0.696193 -0.208506 -1.729502 3.0 2.9 -1.1
C 0.217281 -1.474430 0.401145 3.7 -0.1 2.1
C -0.671311 -0.095167 1.876542 0.1 3.3 -2.9
H 0.550833 0.812614 -2.268080 -0.2 -1.6 1.5
H 0.794367 -0.829872 -2.594914 -0.8 -1.4 0.1
H -1.109832 -0.905457 -0.959050 -0.5 0.3 -0.6
C -0.560244 0.701722 0.186837 -0.7 -1.5 4.2
C -0.476959 1.979281 -0.066669 0.0 -0.6 2.1
H 1.746788 -0.180254 -1.284741 -1.5 0.1 -0.4
O -0.640653 -1.425491 1.492864 -0.1 0.0 -0.7
H 0.184256 0.393351 2.389523 0.3 -1.1 -0.5
```
Forces are in eV/Å.

Results
- Energy above the lowest of the compared OMol25 structures with the same formula, charge and spin: 89.3 kcal/mol
- HOMO energy: -15.117 eV
- 2S+1: 1
- SMILES: C=C1COC[N@@H+]1C
- Net charge: +1
- HOMO-LUMO gap: 11.9933 eV

No. 4
Below is 2 unconnected molecules or ions with the total composition C4H6NO2 at a distorted geometry, with properties calculated with ωB97M-V with the def2-TZVPD basis set.

The geometry in XYZ format:
```
13
Properties=species:S:1:pos:R:3:forces:R:3
H -2.604917 0.981223 0.055450 -1.0 0.9 0.2
C -1.656794 0.532143 0.155738 0.8 -0.3 0.9
O -0.616279 1.797724 -1.777585 -0.7 0.9 0.0
C 0.572824 0.132275 -0.685561 -1.5 -2.0 2.9
C 0.884395 -1.248428 1.036472 -1.4 -0.5 -4.0
O 2.781304 0.382851 -1.327718 0.7 -0.3 -0.2
H -1.204665 0.639578 1.219540 -0.9 0.0 -1.8
H 0.955176 -0.479743 1.744990 -0.2 0.8 1.1
H 1.843935 -1.698638 0.719728 -0.8 0.0 0.3
C -0.662277 1.060087 -0.870805 -0.4 -2.3 0.8
H -0.121926 -1.752166 0.752589 2.1 0.7 1.0
N 1.690379 0.216065 -1.006033 2.7 1.0 -1.0
H -1.861155 -0.562969 -0.016811 0.6 1.0 -0.1
```
Forces are in eV/Å.

Results
- Energy above the lowest of the compared OMol25 structures with the same formula, charge and spin: 138.5 kcal/mol
- HOMO energy: -15.568 eV
- 2S+1: 1
- Net charge: +1
- HOMO-LUMO gap: 8.3149 eV